One molecule with the formula C2H6O in a non-equilibrium geometry. Source: the OMol25 dataset; level of theory: wB97M-V/def2-TZVPD.

Element x y z (Å)
C 0.870 -0.560 0.320
C -0.760 0.527 -0.318
H 0.230 -1.273 0.809
H 1.835 -0.688 0.939
H 0.860 -0.712 -0.949
H -0.520 0.138 -1.288
H -1.159 1.690 -0.490
H -1.674 0.261 0.419
O 0.318 0.616 0.557

Kohn-Sham gap in Ha: 0.39581
Spin multiplicity: 1
Charge: 0
ΔE to the lowest compared entry with this formula, charge and spin in eV: 2.699
Calculated total energy in eV: -4215.7687